A molecular structure, C2H5NO. Source: the Open Molecules 2025 dataset; level of theory: ωB97M-V/def2-TZVPD.

Each line ends with the natural charge from an NBO analysis.
Cartesian coordinates (Å):
C  -0.24  1.02  -0.92  -0.723
C  0.08  -0.02  0.11  0.568
H  -0.34  0.31  -2.20  0.240
H  0.87  1.82  -0.87  0.286
H  -1.41  1.59  -0.48  0.253
H  -1.89  -1.16  -0.14  0.358
H  -0.62  -1.71  1.08  0.404
N  -0.49  -1.25  0.01  -0.796
O  0.98  0.24  0.93  -0.590

For the HOMO energy, the calculation gives -9.86 eV. The HOMO-LUMO gap comes out at 9.8 eV. Its strongest force on any atom is 0.164 Eh/bohr. As for the energy relative to the best compared isomer or geometry (same formula, charge and spin): 126.0 kcal per mole. The multiplicity is 1.

***

A molecular structure, C22H18BrCaN8O3S. Source: the Open Molecules 2025 dataset; level of theory: ωB97M-V/def2-TZVPD.

Each line ends with the natural charge from an NBO analysis.
Cartesian coordinates (Å):
Ca  0.52  -0.32  0.54  1.788
O  -0.08  -0.56  -1.57  -0.875
C  -0.08  0.35  -2.47  0.397
C  0.66  0.21  -3.68  -0.270
C  0.67  1.18  -4.66  -0.205
C  -0.04  2.36  -4.50  -0.311
C  -0.77  2.55  -3.34  -0.172
C  -0.81  1.58  -2.33  -0.237
C  -1.55  1.84  -1.11  0.373
N  -1.20  1.56  0.13  -0.553
C  -2.16  2.06  0.95  -0.091
C  -3.14  2.67  0.21  -0.116
N  -2.74  2.52  -1.10  -0.524
H  1.21  -0.71  -3.80  0.207
H  1.26  1.02  -5.56  0.201
H  -0.02  3.13  -5.26  0.200
H  -1.29  3.49  -3.19  0.192
H  -2.08  2.00  2.03  0.231
H  -4.04  3.18  0.48  0.211
H  -3.24  2.82  -1.92  0.415
N  1.42  -3.04  3.63  -0.656
N  2.17  -3.67  2.61  -0.521
C  2.25  -3.08  1.33  0.870
O  3.15  -3.47  0.58  -0.747
O  1.29  -2.30  1.04  -0.930
H  1.51  -2.04  3.53  0.348
H  0.45  -3.26  3.46  0.339
H  3.04  -4.05  2.94  0.367
Br  5.77  1.06  -3.96  0.046
C  4.50  0.79  -2.57  -0.035
C  4.28  -0.49  -2.08  -0.279
C  3.33  -0.64  -1.08  0.059
N  2.64  0.38  -0.58  -0.506
C  2.87  1.60  -1.05  0.067
C  3.80  1.86  -2.06  -0.292
H  4.82  -1.34  -2.46  0.235
H  3.12  -1.62  -0.66  0.266
H  2.29  2.41  -0.63  0.210
H  3.95  2.86  -2.43  0.231
N  -6.22  -2.66  3.86  -0.303
C  -5.22  -2.32  3.41  0.281
C  -3.97  -1.91  2.85  -0.144
C  -3.08  -1.16  3.61  -0.194
C  -1.88  -0.78  3.02  0.051
N  -1.56  -1.10  1.78  -0.467
C  -2.42  -1.82  1.05  0.061
C  -3.64  -2.25  1.54  -0.212
H  -3.31  -0.88  4.63  0.236
H  -1.16  -0.18  3.57  0.243
H  -2.10  -2.04  0.04  0.224
H  -4.31  -2.83  0.92  0.231
S  -0.30  2.47  4.45  -0.328
C  0.46  1.61  3.32  0.105
N  0.99  0.94  2.52  -0.719

Its total charge is -1. For the HOMO energy, the calculation gives -5.08 eV. The HOMO-LUMO gap comes out at 6.8 eV. Its strongest force on any atom is 0.022 Eh/bohr. As for the energy relative to the best compared isomer or geometry (same formula, charge and spin): 6.3 kcal per mole. The multiplicity is 1.